{
  "formula": "C18H28BCl33INO2P",
  "method": "ωB97M-V with the def2-TZVPD basis set",
  "species": ["C", "O", "B", "O", "P", "C", "C", "C", "I", "N", "C", "C", "C", "H", "H", "H", "H", "H", "H", "H", "H", "H", "H", "H", "H", "H", "H", "H", "H", "H", "C", "Cl", "Cl", "Cl", "H", "C", "Cl", "Cl", "Cl", "H", "C", "Cl", "Cl", "Cl", "H", "C", "Cl", "Cl", "Cl", "H", "C", "Cl", "Cl", "Cl", "H", "C", "Cl", "Cl", "Cl", "H", "C", "Cl", "Cl", "Cl", "H", "C", "Cl", "Cl", "Cl", "H", "C", "Cl", "Cl", "Cl", "H", "C", "Cl", "Cl", "Cl", "H", "C", "Cl", "Cl", "Cl", "H"],
  "positions_angstrom": [[-4.9497, -0.1974, 0.6916], [-3.5974, -0.1974, 0.1434], [-3.1342, -1.4667, 0.0827], [-3.4970, -2.3344, -0.9129], [-1.9384, -2.2591, 1.3973], [-2.7084, -3.8829, 1.7874], [-2.3236, -4.4683, 3.1481], [-3.0791, -3.8787, 4.3482], [-0.1885, -4.5060, 3.4016], [-1.8371, -1.3880, 2.8018], [-0.8603, -0.5605, 3.0097], [0.5502, -0.6823, 2.5448], [-1.1473, 0.6230, 3.8731], [-5.4345, 0.7316, 0.4372], [-4.8805, -0.3174, 1.7699], [-5.5173, -1.0417, 0.3066], [-2.9348, -2.2331, -1.6961], [-0.7196, -2.4958, 0.7438], [-3.7755, -3.6578, 1.8288], [-2.5719, -4.5827, 0.9708], [-2.5910, -5.5164, 3.1070], [-2.3882, -3.7631, 5.1731], [-3.9093, -4.5148, 4.6324], [-3.4787, -2.8959, 4.1331], [1.1543, -0.7558, 3.4481], [0.7603, -1.5633, 1.9569], [0.8453, 0.2439, 2.0588], [-0.5213, 0.5285, 4.7606], [-2.1744, 0.5913, 4.2070], [-0.8938, 1.5309, 3.3435], [0.7784, -3.0960, -1.9209], [1.2757, -3.6291, -0.3105], [-0.0863, -4.3916, -2.7368], [-0.1793, -1.6012, -1.8442], [1.6667, -2.8632, -2.4923], [5.3016, -3.6620, 1.2861], [6.5974, -4.8461, 1.2345], [4.7465, -3.2606, -0.3411], [3.9523, -4.2403, 2.2819], [5.6909, -2.7619, 1.7425], [-4.6147, 0.1528, 6.4881], [-3.2120, -0.7294, 7.0883], [-4.4168, 1.8878, 6.7157], [-4.9080, -0.2287, 4.7840], [-5.4817, -0.1640, 7.0505], [8.6145, -1.3703, 2.1800], [9.9240, -2.5413, 2.0741], [7.9821, -0.9849, 0.5831], [7.3108, -1.9727, 3.2126], [9.0032, -0.4638, 2.6242], [0.1485, 3.3670, -1.2807], [1.1549, 2.0057, -0.7519], [1.0683, 4.8684, -1.2484], [-0.4915, 3.0557, -2.8868], [-0.6795, 3.4591, -0.5935], [-3.0359, -0.8070, -5.1104], [-2.0221, -2.0622, -4.3774], [-2.2142, 0.7524, -5.0247], [-3.4267, -1.1929, -6.7820], [-3.9596, -0.7583, -4.5507], [-2.1353, 4.1054, -7.4321], [-1.4867, 3.5616, -5.8779], [-3.3978, 3.0111, -7.9888], [-2.7378, 5.7556, -7.3116], [-1.3306, 4.0900, -8.1535], [10.5174, 1.8460, -0.7418], [9.4216, 2.9040, 0.1460], [10.9039, 0.4218, 0.2222], [9.8063, 1.3723, -2.2861], [11.4323, 2.3854, -0.9412], [5.0424, 3.4795, -0.3609], [5.0995, 2.8333, 1.2835], [5.4498, 5.1932, -0.3714], [6.1152, 2.5720, -1.4234], [4.0314, 3.3712, -0.7279], [-0.9764, 4.7012, 4.2431], [-0.6135, 6.2704, 4.9479], [0.4685, 3.6817, 4.2254], [-2.2930, 3.9048, 5.1128], [-1.2957, 4.8538, 3.2223], [-6.2435, 2.5440, -10.8085], [-5.1699, 1.2967, -10.1588], [-5.4524, 4.1189, -10.8224], [-6.7922, 2.1073, -12.4240], [-7.1090, 2.6078, -10.1645]],
  "lowdin_charge": [-0.008, 0.021, -0.748, 0.129, 1.005, -0.344, -0.793, -0.150, 0.893, -0.063, -0.401, -0.028, -0.049, 0.102, 0.061, 0.098, 0.055, -0.057, 0.100, 0.102, 0.066, 0.046, 0.085, 0.028, 0.107, 0.025, 0.085, 0.101, 0.038, 0.041, -1.471, 0.519, 0.564, 0.539, 0.023, -1.584, 0.549, 0.506, 0.495, -0.099, -1.527, 0.542, 0.530, 0.529, 0.016, -1.526, 0.545, 0.513, 0.573, 0.010, -1.537, 0.510, 0.556, 0.512, 0.010, -1.514, 0.504, 0.490, 0.556, 0.016, -1.518, 0.454, 0.503, 0.546, 0.018, -1.530, 0.514, 0.519, 0.524, 0.014, -1.561, 0.507, 0.534, 0.515, -0.032, -1.538, 0.557, 0.543, 0.513, 0.010, -1.549, 0.492, 0.520, 0.536, 0.012],
  "total_energy_ha": -16757.9084,
  "lumo_energy_ev": -2.964,
  "spin_multiplicity": 1,
  "gap_ev": 9.26,
  "charge": 1
}

***

{
  "formula": "C18H59B3O15",
  "method": "ωB97M-V with the def2-TZVPD basis set",
  "species": ["C", "C", "C", "B", "O", "B", "O", "B", "C", "C", "C", "C", "O", "O", "H", "H", "H", "H", "H", "H", "H", "H", "H", "H", "H", "H", "H", "H", "H", "C", "O", "H", "H", "H", "H", "C", "O", "H", "H", "H", "H", "C", "O", "H", "H", "H", "H", "C", "O", "H", "H", "H", "H", "C", "O", "H", "H", "H", "H", "C", "O", "H", "H", "H", "H", "C", "O", "H", "H", "H", "H", "C", "O", "H", "H", "H", "H", "C", "O", "H", "H", "H", "H", "C", "O", "H", "H", "H", "H", "C", "O", "H", "H", "H", "H"],
  "positions_angstrom": [[-1.5688, -0.3185, 0.1312], [-1.2454, 0.9444, 0.2191], [-0.2341, 1.6184, -0.6792], [1.0540, 0.7199, -0.9576], [1.0349, -0.0392, -2.1335], [1.9144, -1.1072, -2.0934], [3.1895, -0.8334, -1.6075], [2.9801, -0.4045, -0.2850], [3.6481, -1.2458, 0.8675], [3.4139, -0.7310, 2.3111], [1.9339, -0.6368, 2.7205], [1.4012, 0.7930, 2.8936], [2.3778, 1.7339, 3.3596], [2.1560, 0.7071, -0.1085], [-0.9182, -1.0718, -0.3025], [-2.5318, -0.6356, 0.5187], [-1.7743, 1.5373, 0.9623], [-0.6982, 1.7849, -1.6557], [0.1223, 2.5764, -0.2867], [1.6345, -2.2220, -2.3882], [3.4223, -2.3119, 0.7633], [4.7341, -1.1743, 0.6901], [3.9728, 0.1958, 2.4382], [3.8806, -1.4691, 2.9715], [1.7358, -1.2285, 3.6159], [1.3328, -1.1066, 1.9296], [0.8922, 1.1821, 2.0149], [0.6230, 0.7421, 3.6696], [2.2815, 2.4972, 2.7752], [-4.6243, -0.3206, -2.0044], [-4.6124, 0.8590, -1.1995], [-5.5812, -0.3811, -2.5191], [-3.8221, -0.2763, -2.7406], [-4.4992, -1.2033, -1.3697], [-3.7557, 0.8872, -0.7569], [5.3220, 1.2943, 5.9375], [5.6952, 1.3231, 4.5608], [6.2268, 1.2229, 6.5377], [4.7871, 2.2081, 6.2040], [4.6887, 0.4270, 6.1397], [4.8801, 1.3866, 4.0499], [5.3900, -4.0339, -1.8046], [4.1505, -3.3897, -2.0698], [5.1858, -5.0627, -1.5166], [6.0208, -4.0317, -2.6974], [5.9134, -3.5304, -0.9863], [4.3412, -2.4795, -2.3203], [-1.7356, -3.1407, -2.7908], [-1.6520, -1.7261, -2.9157], [-2.5986, -3.4825, -3.3573], [-0.8345, -3.6126, -3.1912], [-1.8604, -3.4245, -1.7409], [-0.8832, -1.4394, -2.4100], [-6.8337, 0.1524, -5.3211], [-5.4852, 0.5974, -5.1675], [-6.8760, -0.5118, -6.1830], [-7.1542, -0.3915, -4.4309], [-7.4903, 1.0045, -5.4884], [-5.4602, 1.1838, -4.4036], [9.1758, 2.6212, 5.9665], [8.0375, 3.0676, 5.2343], [9.8171, 3.4793, 6.1596], [8.8629, 2.1847, 6.9199], [9.7280, 1.8821, 5.3916], [7.4785, 2.2973, 5.0711], [10.9238, -0.8145, 4.7422], [10.7589, -0.0858, 5.9548], [10.4288, -0.2638, 3.9455], [11.9847, -0.9175, 4.5007], [10.4700, -1.8050, 4.8282], [11.2004, -0.5820, 6.6522], [-9.7418, 1.0194, -2.5077], [-9.3558, 1.0779, -3.8816], [-8.8449, 0.9804, -1.8993], [-10.3194, 1.9103, -2.2443], [-10.3383, 0.1227, -2.3226], [-10.1636, 1.1096, -4.4049], [-7.7700, -0.7669, 0.5965], [-7.5116, -0.5961, -0.7910], [-8.7956, -1.1108, 0.7131], [-7.0925, -1.5126, 1.0214], [-7.6476, 0.1817, 1.1260], [-6.5997, -0.2920, -0.8779], [-1.1915, 4.3208, 2.5713], [-0.9458, 2.9402, 2.8343], [-1.3288, 4.4442, 1.4993], [-2.0949, 4.6517, 3.0884], [-0.3421, 4.9266, 2.8965], [-0.8296, 2.8525, 3.7868], [-6.2072, -1.5079, -8.9862], [-4.8664, -1.0617, -8.8236], [-6.2463, -2.1685, -9.8492], [-6.5292, -2.0580, -8.0977], [-6.8678, -0.6532, -9.1563], [-4.8440, -0.4781, -8.0560]],
  "lowdin_charge": [0.011, -0.183, -0.042, -0.513, 0.254, -0.330, 0.226, -0.508, -0.049, -0.189, -0.148, -0.248, -0.069, 0.299, 0.067, 0.072, 0.096, 0.122, 0.109, 0.134, 0.124, 0.123, 0.093, 0.111, 0.109, 0.112, 0.086, 0.109, 0.093, -0.150, -0.124, 0.063, 0.078, 0.088, 0.040, -0.138, -0.134, 0.073, 0.087, 0.079, 0.050, -0.149, -0.134, 0.078, 0.077, 0.074, 0.058, -0.145, -0.134, 0.080, 0.076, 0.076, 0.025, -0.145, -0.133, 0.060, 0.069, 0.068, 0.067, -0.154, -0.133, 0.078, 0.074, 0.049, 0.024, -0.152, -0.142, 0.077, 0.076, 0.076, 0.078, -0.143, -0.140, 0.056, 0.076, 0.080, 0.077, -0.144, -0.145, 0.077, 0.076, 0.079, 0.025, -0.138, -0.143, 0.076, 0.079, 0.079, 0.082, -0.172, -0.125, 0.075, 0.067, 0.076, 0.066],
  "total_energy_ha": -1924.3840,
  "lumo_energy_ev": 0.227,
  "spin_multiplicity": 1,
  "gap_ev": 9.77,
  "charge": 0
}

***

{
  "formula": "C28H28N2O4",
  "method": "ωB97M-V with the def2-TZVPD basis set",
  "species": ["C", "C", "C", "O", "C", "C", "C", "C", "N", "C", "O", "C", "C", "N", "C", "C", "C", "C", "C", "C", "C", "C", "C", "O", "C", "C", "C", "C", "C", "C", "C", "O", "C", "C", "H", "H", "H", "H", "H", "H", "H", "H", "H", "H", "H", "H", "H", "H", "H", "H", "H", "H", "H", "H", "H", "H", "H", "H", "H", "H", "H", "H"],
  "positions_angstrom": [[1.3346, 1.3212, -6.7967], [2.6777, 0.6137, -6.9298], [3.0011, -0.3188, -5.7582], [3.3185, 0.3909, -4.5761], [2.3827, 0.6799, -3.6384], [2.8384, 1.4698, -2.5781], [2.0035, 1.8162, -1.5401], [0.6897, 1.3630, -1.5335], [-0.1774, 1.6891, -0.4552], [-1.5051, 2.0535, -0.6344], [-2.0596, 2.1517, -1.6947], [-2.0976, 2.3259, 0.7317], [-1.0330, 1.8714, 1.7274], [-1.3935, 0.6566, 2.4361], [-1.4606, -0.5846, 1.6922], [-0.1434, -1.3929, 1.7518], [0.3377, -1.8250, 0.3935], [-0.4883, -2.5653, -0.4446], [-0.0430, -2.9773, -1.6876], [1.2377, -2.6597, -2.1068], [2.0658, -1.9198, -1.2817], [1.6160, -1.5014, -0.0419], [-1.5740, 0.7319, 3.7836], [-1.4879, 1.7791, 4.3922], [-1.9090, -0.5609, 4.4594], [-0.8989, -1.3412, 5.0064], [-1.2150, -2.5096, 5.6777], [-2.5368, -2.9006, 5.8095], [-3.5465, -2.1163, 5.2771], [-3.2359, -0.9466, 4.6060], [0.2095, 1.6358, 0.8700], [1.3186, 1.4080, 1.2699], [0.2263, 0.5778, -2.5766], [1.0609, 0.2457, -3.6268], [1.1755, 1.9781, -7.6485], [0.5190, 0.6018, -6.7663], [1.3007, 1.9227, -5.8914], [2.6898, 0.0182, -7.8449], [3.4747, 1.3565, -6.9984], [3.9114, -0.8811, -5.9929], [2.1905, -1.0346, -5.5939], [3.8637, 1.8033, -2.5955], [2.3708, 2.4269, -0.7318], [-2.3068, 3.3933, 0.8146], [-3.0440, 1.7974, 0.8492], [-0.8286, 2.6143, 2.5076], [-1.6934, -0.3416, 0.6521], [-2.2867, -1.1810, 2.0865], [0.6269, -0.7805, 2.2213], [-0.2907, -2.2748, 2.3802], [-1.4840, -2.8290, -0.1164], [-0.6955, -3.5541, -2.3271], [1.5897, -2.9914, -3.0726], [3.0633, -1.6623, -1.6044], [2.2614, -0.9130, 0.5927], [0.1298, -1.0269, 4.9125], [-0.4269, -3.1145, 6.1010], [-2.7812, -3.8127, 6.3334], [-4.5788, -2.4137, 5.3876], [-4.0217, -0.3270, 4.1980], [-0.7913, 0.2229, -2.5786], [0.6594, -0.3592, -4.4229]],
  "lowdin_charge": [-0.101, -0.217, -0.201, -0.040, -0.278, 0.011, 0.004, -0.184, 0.118, -0.405, 0.123, 0.003, -0.153, -0.003, -0.112, -0.108, -0.231, -0.047, -0.085, -0.102, -0.081, -0.038, -0.410, 0.090, -0.160, -0.031, -0.073, -0.084, -0.076, -0.031, -0.354, 0.126, 0.000, -0.025, 0.071, 0.073, 0.071, 0.109, 0.112, 0.126, 0.114, 0.121, 0.118, 0.138, 0.139, 0.160, 0.125, 0.126, 0.109, 0.120, 0.115, 0.101, 0.102, 0.110, 0.112, 0.124, 0.105, 0.102, 0.104, 0.122, 0.122, 0.106],
  "smiles": "CCCOc1ccc(N2C(=O)C[C@@H](N(CCc3ccccc3)C(=O)c3ccccc3)C2=O)cc1",
  "total_energy_ha": -1494.3042,
  "lumo_energy_ev": 0.663,
  "spin_multiplicity": 1,
  "gap_ev": 8.98,
  "charge": 0
}